C42H63N6O4PSSiSn as an isolated structure, computed with ωB97M-V with the def2-TZVPD basis set.

```
119
Properties=species:S:1:pos:R:3:forces:R:3
Sn -0.531950 0.147761 1.084833 0.3 -0.2 0.3
C 2.869646 3.060288 1.251803 0.0 0.0 0.0
C 1.642724 2.419076 1.042143 0.1 0.0 0.0
N 1.380979 1.221119 1.533009 0.1 0.1 0.0
C 2.309233 0.568895 2.271326 -0.1 0.0 0.0
C 3.574115 1.127584 2.493836 0.1 0.0 0.0
C 3.835784 2.410102 1.965669 0.0 0.0 0.0
C 4.531344 0.407263 3.253287 0.0 0.0 0.0
C 4.210631 -0.818925 3.774578 -0.1 0.0 -0.1
C 2.931259 -1.359116 3.605798 0.1 0.1 0.1
C 1.940691 -0.689526 2.880831 0.0 0.0 -0.1
N 0.631094 -1.011723 2.759914 -0.2 -0.2 -0.1
C -0.048956 -2.033386 3.375374 0.1 0.2 0.0
C 0.446750 -3.201477 3.948357 0.0 -0.1 0.1
C -0.382907 -4.072882 4.668358 0.0 0.1 -0.1
C -1.715244 -3.802320 4.836351 0.0 0.0 0.0
C -2.286956 -2.668635 4.210242 -0.1 -0.1 0.0
C -3.655361 -2.334311 4.318264 0.0 0.0 0.0
C -4.139708 -1.241062 3.657370 0.1 0.0 0.0
C -3.260677 -0.499754 2.852890 -0.1 -0.2 0.0
N -1.976882 -0.782259 2.754928 -0.1 -0.1 0.0
C -1.469409 -1.828602 3.441238 0.0 0.1 0.0
H 3.029028 4.049610 0.850065 0.0 0.0 0.0
H 0.869400 2.895841 0.452985 0.0 0.0 0.1
H 4.800142 2.868113 2.145234 0.0 0.0 0.0
H 5.501793 0.850274 3.432119 0.0 0.0 0.0
H 4.939240 -1.371164 4.350449 0.0 0.0 0.0
H 2.723693 -2.289243 4.100360 0.0 0.1 0.0
H 1.475823 -3.487564 3.824856 0.0 0.0 0.0
H 0.049732 -4.959184 5.110077 0.0 0.0 0.0
H -2.342720 -4.452699 5.430618 0.0 0.0 0.0
H -4.303637 -2.949450 4.929428 0.0 0.0 0.0
H -5.177839 -0.951813 3.721578 0.0 0.0 0.0
H -3.610012 0.344764 2.272564 0.0 0.0 0.0
C -1.303824 2.803310 -3.296964 0.0 0.0 0.1
C -0.438113 1.887396 -2.443423 0.0 0.0 -0.1
C -0.479856 0.470111 -2.984272 -0.1 0.1 0.1
C 0.972670 2.439340 -2.327310 0.0 0.0 -0.2
O -0.954268 1.795554 -1.078334 -0.2 0.0 0.1
Si -1.773574 2.986721 -0.271468 0.1 0.0 0.4
S -1.777187 2.139939 1.705758 0.0 0.3 -0.1
O -3.270025 3.317292 -0.721706 -0.1 0.1 -0.3
C -4.531263 2.634778 -0.931650 0.1 0.0 0.1
C -5.390388 2.917699 0.288886 0.0 0.0 0.0
C -5.143396 3.233677 -2.185864 0.0 0.0 0.0
C -4.287435 1.140995 -1.100131 0.0 0.0 0.0
O -0.842061 4.307279 -0.343615 0.0 -0.1 -0.1
C -1.035860 5.712204 -0.008469 -0.1 -0.1 0.1
C 0.279093 6.383583 -0.358543 0.0 0.0 0.0
C -1.333794 5.811997 1.479602 0.0 0.0 0.0
C -2.173624 6.285908 -0.836321 0.0 0.0 0.0
H -0.874200 2.874676 -4.295959 0.0 0.0 0.0
H -1.356390 3.809799 -2.881890 0.0 0.0 0.0
H -2.314642 2.409681 -3.389031 0.0 0.0 0.0
H -0.071484 0.439102 -3.995230 -0.1 0.1 0.0
H -1.509569 0.113698 -3.024037 -0.1 0.0 0.0
H 0.101528 -0.204968 -2.354054 -0.5 0.3 0.0
H 1.439787 2.508869 -3.310293 0.0 0.0 0.0
H 1.580970 1.797269 -1.688534 0.1 -0.1 0.0
H 0.943098 3.440275 -1.895001 0.0 0.0 0.0
H -5.591234 3.984950 0.376416 0.0 0.0 0.0
H -4.883028 2.585227 1.196366 0.0 0.0 0.0
H -6.342700 2.393338 0.210230 0.0 0.0 0.0
H -5.281493 4.307122 -2.064976 0.0 0.0 0.0
H -6.112792 2.778525 -2.384760 0.0 0.0 0.0
H -4.502073 3.064547 -3.049584 0.0 0.0 0.0
H -3.907222 0.702911 -0.174362 0.0 0.0 0.0
H -3.562529 0.957290 -1.893367 0.0 0.0 0.0
H -5.217213 0.638756 -1.364523 0.0 0.0 0.0
H 1.091547 5.982062 0.249226 0.0 0.0 0.0
H 0.216420 7.455855 -0.178863 0.0 0.0 0.0
H 0.519077 6.223766 -1.409868 0.0 0.0 0.0
H -0.513667 5.400050 2.070009 0.0 0.0 0.0
H -2.243938 5.262935 1.728255 -0.1 0.0 0.0
H -1.482078 6.851711 1.768150 0.0 0.0 0.0
H -1.963711 6.189313 -1.902014 0.0 0.0 0.0
H -2.292195 7.343747 -0.603575 0.0 0.0 0.0
H -3.111873 5.777927 -0.622092 0.0 0.0 0.0
O 1.060236 -1.016962 -0.160185 0.0 0.0 -0.2
P 1.379161 -2.324782 -0.874957 -0.1 -0.4 -0.1
N 2.934646 -2.696755 -0.532344 0.1 0.1 0.1
C 3.918494 -1.691234 -0.069267 0.0 0.0 0.0
C 5.278271 -2.290430 -0.443376 0.0 0.0 0.0
C 4.969189 -3.238674 -1.601440 0.0 0.0 0.0
C 3.614795 -3.813728 -1.212146 0.0 0.0 0.0
N 1.121615 -2.258281 -2.488504 0.1 0.1 -0.2
C 0.586759 -3.344808 -3.341987 -0.1 0.1 0.0
C 1.483383 -3.314003 -4.570415 0.0 0.0 0.0
C 1.770309 -1.825254 -4.737070 0.1 0.0 0.0
C 1.953394 -1.339460 -3.300194 0.4 -0.2 0.0
N 0.459824 -3.621714 -0.422798 -0.1 0.3 0.3
C -1.015308 -3.431387 -0.432442 0.1 -0.1 -0.1
C -1.543625 -4.313752 0.711016 0.0 0.0 0.0
C -0.372166 -5.234974 1.050914 0.0 0.0 0.0
C 0.840732 -4.358433 0.795511 0.0 -0.1 -0.1
H 3.827253 -1.528965 1.002095 0.0 0.0 0.1
H 3.753749 -0.731868 -0.565803 0.0 0.0 0.0
H 5.694825 -2.847700 0.396901 0.0 0.0 0.0
H 5.991154 -1.516394 -0.720305 0.0 0.0 0.0
H 5.721979 -4.014548 -1.722882 0.0 0.0 0.0
H 4.895204 -2.684419 -2.538673 0.0 0.0 0.0
H 3.742994 -4.651642 -0.520876 0.0 0.0 0.0
H 3.029354 -4.166232 -2.061575 0.0 0.0 0.0
H -0.444078 -3.112644 -3.625367 0.0 0.0 0.0
H 0.590401 -4.295783 -2.814798 0.0 0.0 0.0
H 1.002215 -3.759283 -5.438445 0.0 0.0 0.0
H 2.413433 -3.853280 -4.377198 0.0 0.0 0.0
H 0.916189 -1.328892 -5.200252 0.0 0.0 0.0
H 2.651033 -1.626824 -5.344332 0.0 0.0 0.0
H 1.641298 -0.309102 -3.165430 0.4 -0.1 -0.1
H 3.003555 -1.415064 -2.999318 0.0 -0.1 0.0
H -1.420590 -3.725515 -1.400603 0.0 0.0 0.0
H -1.276624 -2.378160 -0.273685 -0.1 0.0 0.0
H -2.431708 -4.866281 0.412656 0.0 0.0 0.0
H -1.804852 -3.699530 1.576376 0.0 0.0 0.0
H -0.354683 -6.089098 0.373429 0.0 0.0 0.0
H -0.405561 -5.608903 2.073095 0.0 0.0 0.0
H 1.754756 -4.925424 0.632545 0.0 0.0 0.0
H 1.002657 -3.671630 1.628583 0.1 0.0 0.0
```
Forces are in eV/Å.

Results
Net charge ... +2
Energy relative to the best compared isomer or geometry (same formula, charge and spin) ... 44.44 kcal per mole
Energy ... -3510.91730 hartree

C42H64BBaN4O3P2S as an isolated structure, computed with ωB97M-V with the def2-TZVPD basis set.

```
118
Properties=species:S:1:pos:R:3:forces:R:3
Ba -0.038482 1.000577 -1.480831 -0.9 -0.4 0.6
C -1.585954 -4.487530 0.223092 0.0 0.0 0.0
C -2.371661 -3.364204 0.912565 0.1 0.0 -0.1
C -1.632819 -3.015604 2.212152 0.0 0.0 0.0
C -3.771304 -3.863728 1.263159 0.0 0.0 -0.1
P -2.271308 -1.814151 -0.161061 -0.1 0.1 0.1
C -3.122245 -0.537214 0.910681 -0.1 -0.1 0.0
N -2.214918 0.093384 1.848233 0.0 0.0 0.0
B -0.995594 0.815659 1.480585 0.0 -0.1 -0.7
N -0.540905 1.304630 2.775960 0.2 0.2 0.1
C 0.507936 2.279323 2.989134 0.0 -0.1 0.0
P 1.855309 2.139414 1.700483 0.0 0.0 0.1
C 2.453926 3.939802 1.709178 0.0 -0.1 0.1
C 2.566148 4.652569 3.061128 0.0 0.0 0.0
C 1.418119 4.690038 0.855738 0.1 0.0 0.0
C 3.792442 4.015071 0.976289 0.0 0.0 0.0
C 3.126481 1.061970 2.611892 -0.1 0.0 0.0
C 3.891250 1.713242 3.760535 0.0 0.0 0.0
C 2.378583 -0.153249 3.180943 0.0 0.1 0.0
C 4.116515 0.549135 1.559784 0.0 0.0 0.0
C -1.421007 0.947857 3.782721 0.0 0.0 0.0
C -1.409937 1.212894 5.139772 0.0 0.0 0.0
C -2.437372 0.697005 5.932708 0.0 0.0 0.0
C -3.454134 -0.056597 5.366928 0.0 0.0 0.0
C -3.480270 -0.315496 3.995859 0.0 0.0 0.0
C -2.464149 0.186950 3.199760 0.0 0.0 0.1
C -3.534073 -1.955100 -1.563446 0.0 0.0 0.1
C -3.320907 -3.255915 -2.337661 0.0 0.0 0.0
C -5.009598 -1.830986 -1.176203 0.1 -0.1 0.0
C -3.168332 -0.796049 -2.497473 -0.1 0.0 0.0
H -1.511699 -5.341786 0.902853 0.0 0.0 0.0
H -0.572688 -4.169638 -0.023349 0.0 0.0 0.0
H -2.064881 -4.831499 -0.690432 0.0 0.0 0.0
H -1.458287 -3.934809 2.778741 0.0 0.0 0.0
H -2.201251 -2.333368 2.841036 0.0 0.0 0.0
H -0.663616 -2.559899 2.008204 0.1 0.0 0.0
H -3.694447 -4.667611 2.001526 0.0 0.0 0.0
H -4.284907 -4.267923 0.390434 0.0 0.0 0.0
H -4.392353 -3.080079 1.696950 0.0 0.0 0.0
H -3.977748 -0.965795 1.439948 0.0 0.0 0.0
H -3.522372 0.229913 0.240018 0.0 0.0 0.0
H 0.936392 2.186841 3.994198 0.0 0.0 0.0
H 0.092546 3.290221 2.926998 0.0 0.0 0.0
H 1.659141 4.545191 3.656759 0.0 0.0 0.0
H 2.716685 5.723421 2.888858 0.0 0.0 0.0
H 3.404976 4.297288 3.652625 0.0 0.0 0.0
H 0.433444 4.696915 1.319275 -0.1 0.0 0.0
H 1.333984 4.249221 -0.137071 0.0 0.0 -0.1
H 1.735529 5.730622 0.739445 0.0 0.0 0.0
H 4.598338 3.553250 1.545801 0.0 0.0 0.0
H 4.059912 5.062663 0.807446 0.0 0.0 0.0
H 3.727113 3.522370 0.004293 0.0 0.0 -0.1
H 3.221223 2.145461 4.503931 0.0 0.0 0.0
H 4.572152 2.489399 3.411660 0.0 0.0 0.0
H 4.494588 0.950982 4.262934 0.0 0.0 0.0
H 1.747937 0.110671 4.026785 -0.1 0.0 0.1
H 3.114290 -0.887937 3.521696 0.0 0.0 0.0
H 1.748095 -0.623159 2.433892 0.0 0.0 0.0
H 4.677666 1.361604 1.098090 0.0 0.0 0.0
H 3.591666 -0.005570 0.781807 0.0 0.0 0.0
H 4.836458 -0.126964 2.031687 0.0 0.0 0.0
H -0.626180 1.815599 5.582252 0.0 0.0 0.0
H -2.441818 0.895582 6.996324 0.0 0.0 0.0
H -4.247639 -0.443280 5.993646 0.0 0.0 0.0
H -4.290412 -0.892813 3.567416 0.0 0.0 0.0
H -3.676041 -4.124283 -1.783629 0.0 0.0 0.0
H -2.268077 -3.400162 -2.584344 0.1 0.0 0.0
H -3.883554 -3.209020 -3.274357 0.0 0.0 0.0
H -5.335714 -2.648039 -0.534049 0.0 0.0 0.0
H -5.620062 -1.858026 -2.083760 0.0 0.0 0.0
H -5.223606 -0.891741 -0.672361 0.0 0.1 0.0
H -2.146150 -0.916972 -2.865384 0.1 0.0 0.0
H -3.268129 0.172944 -2.010301 0.0 0.1 0.0
H -3.833406 -0.791607 -3.366060 0.0 0.0 0.0
N 1.543106 -1.445155 -0.030100 0.2 0.2 -0.1
C 1.826376 -2.803156 -0.119511 0.0 0.0 0.1
C 1.993126 -3.576401 1.030880 0.0 0.0 0.0
C 2.258334 -4.931431 0.945435 0.0 0.0 0.0
C 2.368811 -5.532414 -0.300213 0.0 0.0 0.0
C 2.236759 -4.756232 -1.442482 0.0 0.0 0.0
C 1.985945 -3.385811 -1.394242 0.0 0.0 0.2
C 1.876362 -2.600166 -2.660287 0.0 0.0 -0.2
C 2.698671 -2.996772 -3.723943 0.0 0.0 0.0
C 2.591851 -2.414194 -4.978545 0.0 0.0 0.0
C 1.632855 -1.433340 -5.184293 0.0 -0.1 0.0
C 0.857536 -1.020421 -4.105599 -0.1 0.2 0.0
C 0.953174 -1.529849 -2.803315 0.2 0.2 0.1
H 0.921105 -1.170144 0.721907 -0.1 -0.1 0.0
H 1.162093 -1.190449 -0.950184 -0.2 -0.1 -0.1
H 1.893788 -3.094603 1.995756 0.0 0.0 0.1
H 2.363704 -5.516550 1.850099 0.0 0.0 0.0
H 2.549252 -6.595914 -0.385190 0.0 0.0 0.0
H 2.302292 -5.232679 -2.413388 0.0 0.0 0.0
H 3.450538 -3.764943 -3.566409 0.0 0.0 0.0
H 3.245283 -2.734831 -5.783486 0.0 0.0 0.0
H 1.499246 -0.986426 -6.165251 0.0 0.0 0.0
H 0.137745 -0.223223 -4.309616 0.0 0.0 0.0
C 3.772985 1.327659 -3.201441 0.0 0.0 -0.1
S 2.153657 2.033559 -3.468675 0.3 -0.1 -0.6
C 2.483466 3.324050 -4.657202 0.0 0.0 0.1
O 1.803069 2.745998 -2.193937 0.2 0.4 0.3
H 4.089476 0.833927 -4.118866 0.0 0.0 0.0
H 3.624346 0.564359 -2.437484 0.0 0.0 0.0
H 4.490096 2.075088 -2.869383 0.0 0.1 0.0
H 2.887540 2.893261 -5.569844 0.0 -0.1 0.0
H 3.156507 4.066545 -4.233662 0.0 0.0 0.1
H 1.499285 3.748419 -4.849311 0.0 0.1 -0.1
O -4.045053 2.826870 -0.904093 0.0 0.0 0.1
C -3.421623 3.076087 -1.916584 -0.3 0.1 -0.1
C -3.862729 4.138362 -2.937788 0.0 0.0 0.0
C -2.868340 3.971283 -4.077304 0.0 0.0 -0.1
C -1.923307 2.893228 -3.551285 0.0 0.1 0.1
O -0.943489 2.472112 -4.176500 0.3 0.0 0.0
N -2.275145 2.461775 -2.327500 0.3 -0.2 0.0
H -3.815317 5.117207 -2.458656 0.0 0.0 0.0
H -4.902113 3.960789 -3.214356 0.0 0.0 0.0
H -2.291508 4.867203 -4.310027 0.0 0.0 0.0
H -3.318593 3.625452 -5.009164 0.0 0.0 0.0
```
Forces are in eV/Å.

Results
Net charge ... -1
Energy relative to the best compared isomer or geometry (same formula, charge and spin) ... 0.00 kcal per mole
Energy ... -3214.95193 hartree